{"formula": "C17H17F5KN3OS", "method": "the ωB97M-V functional and the def2-TZVPD basis", "elements": ["K", "C", "C", "N", "C", "C", "C", "C", "C", "C", "C", "C", "N", "C", "N", "H", "H", "H", "H", "H", "H", "H", "H", "H", "O", "S", "C", "C", "C", "C", "H", "H", "H", "H", "H", "H", "H", "H", "F", "C", "F", "C", "F", "F", "F"], "xyz": [[-0.132200, -0.176300, 0.027600], [4.555800, -1.208700, 0.232800], [3.190100, -1.054500, 0.399000], [2.514900, -0.008500, -0.056900], [3.179600, 0.932700, -0.704900], [4.553800, 0.879200, -0.945600], [5.247200, -0.221800, -0.443600], [5.282300, 1.953800, -1.616300], [4.960900, 2.560500, -2.758600], [3.870500, 2.232200, -3.671600], [3.491600, 0.928400, -4.000500], [2.485700, 0.802000, -4.945400], [1.888100, 1.845700, -5.497800], [2.321100, 3.034900, -5.118700], [3.288900, 3.277900, -4.261100], [5.068700, -2.070500, 0.630700], [2.615300, -1.795700, 0.935000], [2.599000, 1.785700, -1.026200], [6.312000, -0.296600, -0.597600], [6.169600, 2.280200, -1.086500], [5.541600, 3.412400, -3.083600], [3.978000, 0.067500, -3.570800], [2.152700, -0.169300, -5.284700], [1.847900, 3.894400, -5.574300], [-1.274000, -2.038100, 0.026300], [-1.877000, -2.731000, -1.125200], [-0.951100, -4.334800, -1.143600], [-1.952800, -5.452000, -0.939500], [-2.982900, -4.908800, 0.043900], [-3.400300, -3.557200, -0.504600], [-0.280700, -4.236100, -0.291900], [-0.376900, -4.416500, -2.062600], [-1.466600, -6.350100, -0.559200], [-2.439000, -5.695400, -1.885100], [-2.531200, -4.787700, 1.029700], [-3.839100, -5.575200, 0.140900], [-3.850600, -2.896400, 0.231300], [-4.058000, -3.656900, -1.366000], [-1.305000, 2.933400, -1.112000], [-1.475200, 2.075000, 0.003300], [-1.309000, 2.948800, 1.104600], [-2.955600, 1.743400, -0.001900], [-3.847800, 2.749500, -0.018000], [-3.267700, 0.975300, -1.083100], [-3.289100, 0.991100, 1.075800]], "atomic_forces_ev_per_a": [[1.326, 1.759, 0.237], [0.014, 0.018, 0.009], [0.242, -0.212, 0.062], [0.070, -0.093, 0.048], [0.342, 0.240, -0.151], [-0.131, -0.468, 0.266], [-0.294, 0.148, -0.079], [0.087, 0.313, -0.286], [0.390, 0.027, 0.435], [-0.428, -0.424, -0.362], [-0.072, 0.327, -0.071], [0.213, -0.117, 0.215], [-0.345, -0.151, -0.320], [-0.134, 0.094, -0.183], [0.334, 0.319, 0.346], [-0.009, -0.084, 0.045], [-0.064, -0.166, 0.080], [-0.030, 0.159, -0.115], [0.177, -0.017, 0.013], [0.053, 0.145, -0.059], [0.115, 0.063, 0.025], [0.033, -0.065, 0.051], [-0.014, -0.147, 0.026], [-0.058, 0.068, -0.016], [-0.624, -1.039, 1.060], [-0.662, -1.549, -0.584], [-0.269, 0.189, -0.362], [-0.104, -0.087, 0.119], [-0.001, -0.108, -0.023], [0.296, 0.070, -0.217], [0.039, 0.113, 0.028], [0.058, 0.017, -0.045], [0.013, -0.048, -0.081], [-0.015, -0.103, -0.032], [-0.008, -0.008, 0.032], [-0.030, 0.003, 0.064], [0.017, 0.188, -0.074], [-0.117, 0.006, -0.050], [-0.161, -0.056, 0.028], [-0.113, 0.517, -0.025], [-0.188, -0.074, -0.042], [-0.396, 0.018, -0.054], [-0.016, 0.366, -0.020], [0.233, -0.063, -0.138], [0.235, -0.086, 0.201]], "de_lowest_kj_mol": 90.20, "energy_ha": -2394.899301, "homo_lumo_gap_ev": 6.22}